A molecular structure, C22H16Cl6O3Rh. Source: the OMol25 dataset; level of theory: ωB97M-V/def2-TZVPD.

```
48
Properties=species:S:1:pos:R:3
Rh -0.463 1.002 0.409
C -2.642 3.104 3.407
C -2.240 3.040 1.967
C -2.840 2.143 1.080
C -2.479 2.119 -0.275
C -1.462 2.964 -0.745
C -0.851 3.857 0.147
C -1.242 3.894 1.475
H -2.995 4.107 3.651
H -1.787 2.898 4.053
H -3.431 2.392 3.637
H -3.606 1.467 1.437
H -2.995 1.457 -0.959
H -1.179 2.948 -1.788
H -0.064 4.511 -0.205
H -0.761 4.588 2.153
Cl 1.528 1.498 1.262
C -1.301 -1.918 -0.265
C -1.228 -0.938 0.713
C -1.743 -1.261 1.965
Cl -1.556 -0.103 3.242
C -2.356 -2.476 2.238
Cl -2.982 -2.820 3.793
C -2.452 -3.425 1.213
Cl -3.207 -4.927 1.505
C -1.909 -3.153 -0.042
Cl -1.967 -4.322 -1.292
C 3.780 -0.135 -3.105
C 3.407 -0.812 -1.815
C 4.067 -0.487 -0.634
C 3.758 -1.128 0.553
Cl 4.585 -0.674 2.006
C 2.805 -2.133 0.597
C 2.135 -2.464 -0.569
C 2.421 -1.796 -1.750
O 1.694 -2.158 -2.887
C 0.745 -1.186 -3.259
C -0.105 -0.806 -2.060
O -0.174 0.355 -1.668
O -0.712 -1.832 -1.527
H 4.844 0.094 -3.116
H 3.245 0.811 -3.228
H 3.559 -0.770 -3.961
H 4.843 0.268 -0.644
H 2.599 -2.648 1.525
H 1.397 -3.255 -0.581
H 0.113 -1.623 -4.033
H 1.206 -0.267 -3.625
```

Output
Multiplicity ... 5
Electronic energy ... -3945.05539 Eh
Net charge ... +1
Highest occupied orbital energy (alpha / beta) ... -0.421 / -0.421 Ha
F_max ... 0.20 eV/Å
LUMO (alpha / beta) ... -0.1064 / -0.2333 Eh



A single C13H13NO3 molecule. Source: the OMol25 dataset; level of theory: ωB97M-V/def2-TZVPD.

```
30
Properties=species:S:1:pos:R:3
C 3.252 1.519 1.295
C 1.854 1.424 0.765
C 0.999 2.538 0.841
C -0.258 2.485 0.314
C -0.743 1.308 -0.293
N -1.978 1.356 -0.823
C -2.455 0.294 -1.416
C -3.818 0.390 -2.026
C -1.746 -0.918 -1.462
C -0.492 -1.017 -0.902
O 0.064 -2.264 -1.002
C 0.983 -2.771 -0.070
C 0.760 -2.372 1.381
O 1.630 -2.364 2.208
O -0.512 -2.084 1.647
C 0.092 0.150 -0.330
C 1.401 0.266 0.183
H 3.660 0.532 1.498
H 3.895 2.014 0.567
H 3.274 2.104 2.212
H 1.358 3.444 1.307
H -0.919 3.337 0.337
H -4.217 1.387 -1.867
H -4.485 -0.342 -1.577
H -3.765 0.189 -3.095
H -2.184 -1.794 -1.914
H 0.858 -3.862 -0.117
H 2.022 -2.551 -0.346
H -0.624 -1.843 2.580
H 2.094 -0.554 0.103
```

Output
Electronic energy ... -783.67706 Eh
Relative energy (zero: lowest compared OMol25 entry of this formula, charge and spin) ... 0.0000 eV
Highest occupied orbital energy ... -0.305 Ha
F_max ... 0.79 eV/Å
Structure (SMILES) ... Cc1ccc2nc(C)cc(OCC(=O)O)c2c1
LUMO ... 0.0199 Eh



9 unconnected molecules or ions with the total composition C4H29N2O8S at a distorted geometry. Source: the OMol25 dataset; level of theory: ωB97M-V/def2-TZVPD.

```
44
Properties=species:S:1:pos:R:3
N 0.088 -1.114 -1.558
C -0.348 0.218 -1.013
C -1.903 0.182 -0.926
C -2.422 0.833 0.358
S -4.256 1.090 0.410
C 0.157 1.436 -1.760
N 1.616 1.594 -1.483
H -0.147 -1.862 -0.901
H 1.144 -1.044 -1.488
H -0.284 -1.143 -2.501
H 0.085 0.295 -0.014
H -2.280 -0.859 -0.908
H -2.337 0.783 -1.772
H -1.956 1.808 0.560
H -2.054 0.140 1.109
H -4.641 0.945 1.678
H -0.006 1.384 -2.865
H -0.281 2.425 -1.591
H 2.023 2.397 -1.978
H 1.757 1.877 -0.515
H 3.701 1.694 0.954
H 3.587 3.061 1.487
O 3.071 2.426 0.970
H 1.519 1.039 2.592
H 0.276 1.402 3.340
O 0.760 0.628 3.035
H -0.934 -1.930 3.344
H -0.222 -0.881 2.453
O -0.430 -1.830 2.522
H -2.491 4.144 0.321
H -1.307 4.844 -0.246
O -1.755 3.991 -0.292
H 2.486 -1.503 1.334
H 1.755 -2.513 0.526
O 2.257 -1.681 0.412
H -2.045 -3.200 0.257
H -1.956 -3.907 -1.182
O -2.085 -3.084 -0.696
H 0.601 -4.691 1.278
H -0.047 -3.244 1.359
O 0.557 -3.823 0.864
H 2.498 -0.119 -2.820
H 3.524 -1.181 -2.071
O 2.724 -1.025 -2.582
```

Output
Multiplicity ... 2
Electronic energy ... -1278.77068 Eh
Relative energy (zero: lowest compared OMol25 entry of this formula, charge and spin) ... 0.0000 eV
Net charge ... +2
Highest occupied orbital energy (alpha / beta) ... -0.565 / -0.565 Ha
F_max ... 2.99 eV/Å
LUMO (alpha / beta) ... -0.2281 / -0.4267 Eh



15 unconnected molecules or ions with the total composition H29O15 at a distorted geometry. Source: the OMol25 dataset; level of theory: ωB97M-V/def2-TZVPD.

```
44
Properties=species:S:1:pos:R:3
O -1.489 -1.338 -2.262
H -1.208 -1.961 -1.582
H -0.632 -5.073 -0.023
O 3.320 3.835 1.017
H 3.040 4.240 1.894
H -3.204 2.941 0.458
O -1.361 -4.681 0.428
H -5.621 -0.830 0.160
H -0.785 0.979 -0.103
O 0.524 4.125 -1.921
H -0.572 -1.611 3.174
H 0.523 3.526 -1.145
O 2.745 -0.414 -2.971
H 3.215 -1.182 -3.006
H 0.154 0.896 1.861
O 4.229 1.201 -1.372
H -0.376 -2.009 1.496
H 3.578 1.206 -0.713
O -5.411 -0.691 1.069
H 1.868 -0.508 -2.974
H 2.853 4.095 0.241
O -1.858 1.457 3.116
H -1.831 0.613 3.521
H -1.410 -0.627 -1.674
O -0.543 -1.152 2.246
H 1.255 -0.070 1.546
H -0.800 -3.882 0.798
O 0.563 -2.939 0.984
H 0.371 4.967 -1.468
O 2.949 -1.166 0.433
H 2.115 -1.615 0.417
H 1.468 -2.938 0.704
O 0.675 -3.161 -3.603
H 0.325 -3.079 -2.774
H 1.007 -4.090 -3.616
O 1.199 0.942 1.578
H -4.383 -0.404 1.033
H -2.468 1.626 2.497
O -1.243 1.458 -0.735
H 4.002 0.401 -1.816
H 3.250 -0.784 1.336
O -3.948 2.825 1.042
H -2.108 1.171 -0.859
H -3.975 3.702 1.570
```

Output
Electronic energy ... -1145.91862 Eh
Relative energy (zero: lowest compared OMol25 entry of this formula, charge and spin) ... 4.1866 eV
Net charge ... -1
Highest occupied orbital energy ... -0.223 Ha
F_max ... 5.67 eV/Å
LUMO ... 0.0801 Eh



A molecular structure, C3H7BFInN3O12 at a distorted geometry. Source: the OMol25 dataset; level of theory: ωB97M-V/def2-TZVPD.

```
28
Properties=species:S:1:pos:R:3
In -25.419 17.341 27.916
N -25.170 17.146 30.945
O -24.394 18.073 31.317
O -24.886 16.009 31.273
O -25.751 17.263 29.912
N -25.031 14.427 29.172
O -25.242 15.560 28.714
O -25.307 13.423 28.456
O -24.410 14.435 30.272
N -23.675 19.447 29.213
O -23.545 20.585 28.923
O -23.915 18.516 28.496
O -23.370 19.264 30.363
B -27.612 17.810 28.135
H -28.562 18.017 28.603
H -26.988 18.690 28.169
H -27.254 16.999 28.749
H -27.660 17.410 27.134
C -20.972 17.665 25.573
C -20.867 16.951 26.932
O -22.075 17.427 27.634
C -22.967 17.691 26.741
O -24.138 17.989 26.849
O -22.374 17.753 25.613
F -19.795 17.221 27.650
H -20.663 17.014 24.754
H -20.636 18.702 25.568
H -20.707 15.877 26.831
```

Output
Electronic energy ... -1499.68094 Eh
Net charge ... -1
Highest occupied orbital energy ... -0.121 Ha
F_max ... 14.90 eV/Å
LUMO ... 0.0644 Eh



2 unconnected molecules or ions with the total composition CHFNO5P at a distorted geometry. Source: the OMol25 dataset; level of theory: ωB97M-V/def2-TZVPD.

```
10
Properties=species:S:1:pos:R:3
C 0.371 -0.012 -0.501
N -0.125 1.272 -0.642
O -1.839 -1.113 0.654
O 0.402 -2.295 0.719
O 0.305 2.112 0.170
O -1.030 1.550 -1.498
O 0.047 -0.282 2.280
F 0.073 -0.700 -1.634
P -0.351 -1.073 1.087
H 2.146 0.541 -0.635
```

Output
Electronic energy ... -910.75764 Eh
Relative energy (zero: lowest compared OMol25 entry of this formula, charge and spin) ... 3.2384 eV
Net charge ... -2
Highest occupied orbital energy ... -0.004 Ha
F_max ... 4.58 eV/Å
LUMO ... 0.2320 Eh



Q: Which of these has the lowest electronic energy?
A: C22H16Cl6O3Rh